The following is a quantum chemistry calculation of C34H23N8O4RhS as an isolated structure, from OMol25.

Summary:
energy: -2557.07033 a.u.
expectation value of S²: 6.030
HOMO energy (alpha / beta): -0.1473 / -0.2658 Ha
ΔE to the lowest compared entry with this formula, charge and spin: 0.0 kcal/mol

```
! RIJCOSX wB97M-V def2-TZVPD def2/J DEFGRID3
* xyz 0 5
Rh 0.40 0.20 -0.30
N -3.05 0.87 2.24
C -2.79 2.23 2.20
C -3.49 3.33 2.69
C -2.92 4.57 2.46
C -1.70 4.71 1.78
C -1.02 3.61 1.30
C -1.59 2.36 1.51
N -1.13 1.10 1.15
C -2.03 0.25 1.60
C -1.92 -1.19 1.37
C -2.77 -2.21 1.71
S -2.18 -3.67 1.06
C -0.83 -2.85 0.43
N -0.82 -1.57 0.66
H -3.86 0.42 2.64
H -4.43 3.22 3.22
H -3.43 5.45 2.83
H -1.29 5.70 1.64
H -0.07 3.71 0.79
H -3.70 -2.16 2.25
H -0.09 -3.35 -0.18
C -1.53 1.60 -4.67
C -1.99 2.20 -3.51
C -1.12 2.48 -2.47
C 0.23 2.14 -2.62
C 0.71 1.55 -3.78
C -0.18 1.28 -4.81
H -2.22 1.36 -5.46
H -3.04 2.45 -3.40
H -1.47 2.93 -1.55
H 1.75 1.26 -3.85
H 0.17 0.79 -5.71
N 1.82 2.45 -0.59
C 1.12 2.31 -1.49
N 5.09 -4.90 8.05
C 4.80 -4.31 7.10
C 4.44 -3.58 5.92
C 3.42 -2.64 5.98
C 3.08 -1.92 4.84
C 3.74 -2.18 3.65
C 4.75 -3.13 3.58
C 5.11 -3.83 4.72
N 3.37 -1.46 2.48
C 4.22 -1.02 1.48
C 3.43 -0.42 0.56
N 2.12 -0.49 0.97
C 2.12 -1.12 2.11
H 2.91 -2.45 6.91
H 2.32 -1.16 4.89
H 5.24 -3.34 2.64
H 5.89 -4.57 4.68
H 5.28 -1.15 1.54
H 3.69 0.05 -0.38
H 1.25 -1.38 2.69
O 1.79 -0.62 -1.94
C 0.80 -1.29 -2.36
O -0.36 -0.98 -1.89
C 0.93 -2.46 -3.24
C 2.09 -2.70 -3.98
C 2.16 -3.88 -4.71
C 1.15 -4.83 -4.67
C 0.00 -4.59 -3.88
C -0.11 -3.37 -3.20
N -0.98 -5.55 -3.72
O -1.94 -5.31 -2.93
O -0.86 -6.65 -4.34
H 2.90 -1.98 -3.97
H 3.04 -4.09 -5.30
H 1.22 -5.76 -5.21
H -1.00 -3.19 -2.62
*
```